(1)
{
  "formula": "C44H58N11O5P",
  "method": "ωB97M-V with the def2-TZVPD basis set",
  "e_lumo_ev": 4.4167,
  "homo_ev": -3.5,
  "total_energy_ev": -82476.68261,
  "orbital_gap_ev": 7.942,
  "total_charge": -2,
  "elements": ["O", "H", "H", "H", "P", "O", "O", "O", "O", "N", "C", "C", "C", "C", "H", "H", "H", "H", "H", "N", "C", "C", "C", "C", "H", "H", "H", "H", "H", "N", "C", "C", "C", "C", "H", "H", "H", "H", "H", "N", "C", "C", "C", "C", "H", "H", "H", "H", "H", "N", "C", "C", "C", "C", "H", "H", "H", "H", "H", "N", "C", "C", "C", "C", "H", "H", "H", "H", "H", "N", "C", "C", "C", "C", "H", "H", "H", "H", "H", "N", "C", "C", "C", "C", "H", "H", "H", "H", "H", "N", "C", "C", "C", "C", "H", "H", "H", "H", "H", "N", "C", "C", "C", "C", "H", "H", "H", "H", "H", "N", "C", "C", "C", "C", "H", "H", "H", "H", "H"],
  "coordinates": [[-24.098, -0.679, -44.350], [-24.374, -0.960, -45.309], [-23.134, -0.921, -44.107], [-24.503, -1.521, -44.037], [-22.926, -3.404, -43.822], [-22.851, -3.720, -45.205], [-24.433, -2.941, -43.682], [-22.245, -2.135, -43.599], [-22.759, -4.492, -42.803], [-24.678, -6.021, -41.915], [-24.379, -6.635, -40.683], [-25.329, -7.491, -40.450], [-26.420, -7.209, -41.554], [-25.925, -6.350, -42.535], [-24.023, -5.233, -42.391], [-23.423, -6.285, -40.382], [-25.348, -8.004, -39.458], [-27.348, -7.683, -41.777], [-26.396, -5.894, -43.527], [-20.788, -4.615, -46.912], [-20.577, -5.935, -47.279], [-19.397, -6.023, -48.114], [-19.117, -4.515, -48.365], [-19.966, -3.773, -47.545], [-21.486, -4.335, -46.387], [-21.026, -6.917, -47.011], [-18.822, -6.927, -48.684], [-18.279, -4.219, -49.062], [-20.100, -2.581, -47.575], [-21.426, -6.633, -43.251], [-20.104, -6.484, -43.521], [-19.617, -7.755, -43.818], [-20.874, -8.665, -43.480], [-21.901, -7.886, -43.089], [-21.962, -5.832, -42.945], [-19.729, -5.550, -43.633], [-18.676, -8.152, -44.021], [-21.041, -9.703, -43.598], [-23.011, -8.122, -43.032], [-23.715, -5.597, -46.738], [-23.732, -5.428, -48.053], [-24.307, -6.573, -48.559], [-24.675, -7.414, -47.391], [-24.301, -6.764, -46.304], [-23.370, -4.896, -46.048], [-23.222, -4.542, -48.601], [-24.538, -6.615, -49.589], [-25.293, -8.374, -47.420], [-24.414, -6.993, -45.321], [-19.687, -2.362, -43.282], [-18.782, -2.990, -44.161], [-17.613, -2.933, -43.563], [-17.831, -2.250, -42.198], [-19.173, -1.954, -42.104], [-20.670, -2.429, -43.357], [-19.319, -3.454, -45.064], [-16.831, -3.341, -43.996], [-17.180, -1.952, -41.222], [-19.694, -1.421, -41.190], [-27.209, -1.028, -45.331], [-27.770, -0.359, -44.251], [-27.984, 0.933, -44.639], [-27.216, 0.995, -45.946], [-26.860, -0.235, -46.303], [-26.812, -2.041, -45.237], [-28.070, -0.914, -43.517], [-28.442, 1.556, -44.116], [-27.311, 1.866, -46.690], [-26.490, -0.523, -47.256], [-26.491, -3.742, -44.712], [-26.679, -4.052, -46.049], [-27.948, -4.400, -46.231], [-28.719, -4.352, -44.982], [-27.756, -3.872, -44.066], [-25.537, -3.366, -44.241], [-25.713, -3.869, -46.665], [-28.330, -4.647, -47.226], [-29.794, -4.605, -44.966], [-27.832, -3.597, -42.951], [-21.874, -0.123, -42.150], [-22.396, -0.042, -40.793], [-21.955, 1.165, -40.280], [-21.103, 1.782, -41.328], [-21.198, 1.016, -42.442], [-22.050, -0.932, -42.828], [-22.856, -0.928, -40.333], [-21.984, 1.437, -39.137], [-20.513, 2.698, -41.225], [-20.573, 0.899, -43.319], [-23.137, -1.903, -46.804], [-22.237, -0.860, -46.747], [-22.456, 0.016, -47.748], [-23.447, -0.626, -48.642], [-23.964, -1.664, -47.906], [-23.192, -2.891, -46.183], [-21.597, -1.092, -45.885], [-21.975, 0.918, -47.973], [-23.809, -0.218, -49.751], [-24.730, -2.479, -48.160], [-25.517, -2.202, -41.546], [-25.978, -2.890, -40.401], [-26.746, -2.070, -39.665], [-26.514, -0.701, -40.294], [-25.781, -0.925, -41.397], [-24.931, -2.483, -42.515], [-25.879, -3.909, -40.389], [-27.208, -2.149, -38.722], [-26.722, 0.359, -39.768], [-25.421, -0.518, -42.150], [-21.889, -4.184, -40.536], [-22.749, -4.021, -39.336], [-21.812, -4.291, -38.282], [-20.396, -4.403, -38.845], [-20.606, -4.349, -40.163], [-22.526, -4.061, -41.522], [-23.849, -3.906, -39.281], [-22.100, -4.344, -37.282], [-19.615, -4.653, -38.286], [-19.893, -4.423, -40.997]]
}

---

(2)
{
  "formula": "C4H10NO3",
  "method": "ωB97M-V with the def2-TZVPD basis set",
  "e_lumo_ev": 3.7196,
  "homo_ev": -3.4,
  "total_energy_ev": -11942.32879,
  "orbital_gap_ev": 7.148,
  "total_charge": -1,
  "elements": ["C", "O", "C", "C", "C", "O", "N", "H", "H", "H", "H", "H", "H", "H", "H", "H", "H", "O"],
  "coordinates": [[1.194, -0.894, 0.923], [1.777, 0.213, 1.545], [-0.318, -0.701, 0.674], [-0.886, -1.320, -0.623], [-2.133, -0.631, -1.077], [-2.284, 0.036, -2.072], [-0.754, 0.743, 0.561], [1.799, -1.212, 0.062], [1.303, -1.690, 1.695], [-0.882, -1.011, 1.555], [-0.178, -1.200, -1.456], [-0.872, -2.418, -0.547], [-3.071, -0.901, -0.539], [-0.210, 1.262, -0.097], [-0.524, 1.066, 1.491], [2.057, 1.635, -0.741], [2.390, 1.438, 0.749], [2.582, 2.055, -0.075]]
}

---

(3)
{
  "formula": "C45H52BBaClIN4",
  "method": "ωB97M-V with the def2-TZVPD basis set",
  "e_lumo_ev": [2.1699, 1.4375],
  "homo_ev": [-3.8, -1.4],
  "total_energy_ev": -75459.60072,
  "orbital_gap_ev": [5.943, 2.874],
  "total_charge": -1,
  "elements": ["Ba", "C", "C", "C", "C", "C", "C", "C", "C", "C", "C", "C", "C", "N", "B", "N", "C", "C", "C", "C", "C", "C", "C", "C", "C", "C", "C", "C", "C", "C", "H", "H", "H", "H", "H", "H", "H", "H", "H", "H", "H", "H", "H", "H", "H", "H", "H", "H", "H", "H", "H", "H", "H", "H", "H", "H", "H", "H", "H", "H", "H", "H", "H", "H", "H", "H", "I", "C", "C", "C", "C", "C", "N", "H", "H", "H", "H", "N", "C", "C", "C", "C", "C", "C", "C", "C", "C", "C", "C", "C", "C", "H", "H", "H", "H", "H", "H", "H", "H", "H", "H", "Cl", "C", "H", "H"],
  "coordinates": [[2.176, 0.259, 0.537], [1.381, 3.074, 1.812], [-0.015, 3.315, 1.271], [-0.122, 4.707, 0.635], [-1.055, 2.981, 2.328], [-0.786, 3.268, 3.669], [-1.678, 2.994, 4.674], [-2.784, 2.259, 4.365], [-3.087, 1.889, 3.054], [-4.173, 0.879, 2.924], [-3.735, -0.379, 3.710], [-5.558, 1.338, 3.453], [-2.297, 2.392, 1.985], [-2.533, 2.204, 0.629], [-1.418, 2.026, -0.301], [-2.113, 1.996, -1.604], [-3.468, 2.162, -1.402], [-3.733, 2.259, -0.062], [-1.462, 1.368, -2.749], [-1.720, -0.004, -3.059], [-0.962, -0.586, -4.088], [-0.041, 0.115, -4.849], [0.187, 1.432, -4.482], [-0.562, 2.118, -3.511], [-0.296, 3.592, -3.320], [1.186, 3.954, -3.095], [-0.800, 4.501, -4.448], [-2.745, -0.816, -2.285], [-2.144, -2.114, -1.751], [-3.923, -1.163, -3.162], [2.160, 3.073, 1.046], [1.478, 2.197, 2.485], [1.712, 3.893, 2.475], [-0.248, 2.565, 0.345], [0.325, 5.498, 1.246], [-1.110, 5.015, 0.380], [0.455, 4.669, -0.289], [0.160, 3.717, 3.881], [-1.407, 3.305, 5.699], [-3.483, 1.873, 5.119], [-4.282, 0.557, 1.906], [-3.875, -0.294, 4.772], [-2.667, -0.588, 3.594], [-4.301, -1.240, 3.356], [-5.481, 1.414, 4.520], [-6.309, 0.632, 3.161], [-5.753, 2.345, 3.035], [-4.147, 2.132, -2.273], [-4.762, 2.443, 0.356], [-1.073, -1.620, -4.327], [0.576, -0.360, -5.646], [0.990, 1.976, -4.982], [-0.781, 3.836, -2.367], [1.790, 3.816, -3.982], [1.626, 3.374, -2.293], [1.394, 4.990, -2.839], [-0.180, 4.390, -5.347], [-0.745, 5.538, -4.064], [-1.801, 4.210, -4.697], [-3.117, -0.231, -1.469], [-1.976, -2.826, -2.577], [-2.835, -2.642, -1.058], [-1.209, -1.991, -1.196], [-3.564, -1.654, -4.061], [-4.535, -0.354, -3.605], [-4.671, -1.805, -2.684], [4.151, 2.222, 3.661], [4.902, 0.479, 2.581], [6.061, 0.827, 1.893], [6.872, -0.224, 1.441], [6.463, -1.526, 1.639], [5.198, -1.772, 2.216], [4.453, -0.793, 2.735], [6.404, 1.823, 1.678], [7.836, 0.008, 1.048], [7.064, -2.411, 1.330], [4.848, -2.762, 2.335], [1.684, -2.201, 0.168], [1.516, -3.443, 0.284], [1.270, -4.084, 1.629], [0.631, -5.329, 1.761], [0.106, -5.676, 3.010], [0.331, -4.885, 4.109], [1.098, -3.764, 4.039], [1.541, -3.339, 2.767], [1.576, -4.364, -0.948], [1.051, -3.847, -2.112], [1.114, -4.497, -3.332], [1.957, -5.625, -3.393], [2.466, -6.201, -2.249], [2.195, -5.609, -0.991], [0.591, -6.007, 0.936], [-0.546, -6.550, 3.066], [0.024, -5.255, 5.101], [1.379, -3.159, 4.930], [2.086, -2.425, 2.656], [0.513, -2.902, -1.962], [0.540, -4.208, -4.186], [2.143, -6.041, -4.404], [3.204, -6.970, -2.277], [2.535, -6.105, -0.087], [3.594, -0.706, -2.811], [3.493, 0.853, -2.076], [3.072, 1.507, -2.826], [4.508, 1.087, -1.861]]
}

---

(4)
{
  "formula": "C4H12N2",
  "method": "ωB97M-V with the def2-TZVPD basis set",
  "e_lumo_ev": [1.0101, -1.6623],
  "homo_ev": [-5.1, -9.9],
  "s_squared": 2.005,
  "spin_multiplicity": 3,
  "total_energy_ev": -7315.77704,
  "orbital_gap_ev": [6.127, 8.241],
  "total_charge": 0,
  "elements": ["C", "C", "C", "C", "N", "N", "H", "H", "H", "H", "H", "H", "H", "H", "H", "H", "H", "H"],
  "coordinates": [[-4.062, 0.469, -0.759], [1.387, -0.314, 1.382], [2.516, -1.533, -0.123], [-3.043, 0.185, 0.355], [-1.793, 0.250, 0.253], [1.902, -0.494, 0.148], [-3.587, 1.042, -1.531], [-4.369, -0.465, -1.203], [-4.999, 0.968, -0.489], [1.582, -1.082, 2.123], [1.863, 0.675, 1.716], [0.298, -0.162, 1.384], [2.898, -2.109, 0.703], [-3.574, -2.855, -4.491], [2.652, -1.896, -1.117], [-3.499, 0.176, 1.395], [-3.339, -3.580, -4.356], [-1.426, 0.251, -0.695]]
}

---

(5)
{
  "formula": "H35O18",
  "method": "ωB97M-V with the def2-TZVPD basis set",
  "e_lumo_ev": 2.2604,
  "homo_ev": -7.2,
  "total_energy_ev": -37425.61834,
  "orbital_gap_ev": 9.465,
  "total_charge": -1,
  "elements": ["O", "H", "H", "O", "H", "O", "H", "H", "O", "H", "H", "O", "H", "H", "O", "H", "H", "O", "H", "H", "O", "H", "H", "O", "H", "H", "O", "H", "H", "O", "H", "H", "O", "H", "H", "O", "H", "H", "O", "H", "H", "O", "H", "H", "O", "H", "H", "O", "H", "H", "O", "H", "H"],
  "coordinates": [[-0.691, 3.752, 2.885], [-0.624, -0.163, -0.846], [0.649, 3.468, 0.153], [2.915, -1.192, 4.759], [2.858, 3.564, -1.805], [1.980, -0.416, 2.073], [1.260, 0.193, 1.893], [2.177, -1.015, 1.347], [1.603, 2.559, 4.094], [-0.527, -1.508, 1.015], [1.743, 3.258, 3.451], [-2.816, 1.027, -2.786], [-1.876, 1.212, -2.916], [-1.046, 3.985, 2.018], [-2.213, -1.145, 3.506], [-3.416, -4.809, 1.845], [-2.563, -1.393, 2.633], [-0.106, 0.525, -0.429], [-0.203, -0.029, -4.472], [0.659, 0.729, -0.988], [-2.964, -4.701, 1.007], [0.399, -3.727, -0.523], [0.377, 1.159, -3.613], [0.151, -2.955, -3.599], [0.263, -2.047, -3.892], [0.971, -3.148, -3.123], [-2.244, -2.019, -1.366], [-2.298, -1.689, -0.465], [2.472, -1.169, 3.897], [-0.385, 0.875, -4.220], [2.516, 0.072, -1.794], [-2.391, -3.931, 1.095], [2.763, -0.652, -1.107], [3.396, -0.030, -0.717], [1.972, 1.737, 3.763], [2.554, 3.012, -1.077], [3.459, -0.403, 4.796], [-2.221, -0.204, 3.263], [-0.294, 3.649, 0.040], [-3.243, 1.059, -3.643], [-0.959, 2.875, 3.156], [-1.192, -2.146, 1.292], [-1.441, -1.724, -1.801], [-0.977, -2.514, 2.150], [-2.754, 2.135, -0.274], [-0.603, 2.819, -0.343], [-3.702, 2.231, -0.375], [1.774, 1.085, -2.797], [2.094, 2.317, -1.594], [1.986, 0.291, -3.294], [1.349, -3.649, -0.589], [1.851, -2.835, -0.641], [-2.447, 1.623, -1.045]]
}

---

(6)
{
  "formula": "C39H53ClOP4Tc",
  "method": "ωB97M-V with the def2-TZVPD basis set",
  "e_lumo_ev": [-6.0234, -7.5402],
  "homo_ev": [-12.3, -12.3],
  "s_squared": 3.803,
  "spin_multiplicity": 4,
  "total_energy_ev": -95210.62875,
  "orbital_gap_ev": [6.287, 4.779],
  "total_charge": 2,
  "elements": ["P", "C", "C", "H", "C", "H", "C", "H", "C", "H", "C", "H", "C", "C", "H", "C", "H", "C", "H", "C", "H", "C", "H", "C", "C", "H", "C", "H", "C", "H", "C", "H", "C", "H", "Tc", "C", "C", "H", "C", "O", "H", "C", "H", "C", "Cl", "P", "P", "C", "H", "H", "H", "C", "H", "H", "H", "C", "H", "H", "H", "C", "H", "H", "H", "C", "H", "H", "H", "C", "H", "H", "H", "P", "C", "C", "H", "H", "H", "H", "H", "H", "C", "H", "H", "H", "H", "C", "C", "C", "C", "C", "C", "C", "H", "H", "H", "H", "H", "H", "H"],
  "coordinates": [[3.425, -1.330, -1.269], [4.634, -2.627, -0.763], [4.996, -3.738, -1.547], [4.549, -3.896, -2.528], [5.967, -4.637, -1.092], [6.241, -5.500, -1.717], [6.586, -4.431, 0.148], [7.340, -5.138, 0.506], [6.235, -3.318, 0.938], [6.728, -3.150, 1.903], [5.262, -2.426, 0.485], [5.007, -1.548, 1.081], [2.801, -2.142, -2.803], [1.742, -3.056, -2.621], [1.347, -3.231, -1.619], [1.232, -3.767, -3.709], [0.418, -4.481, -3.560], [1.773, -3.567, -4.992], [1.366, -4.116, -5.847], [2.827, -2.666, -5.177], [3.258, -2.510, -6.174], [3.344, -1.959, -4.085], [4.186, -1.286, -4.243], [4.627, -0.171, -2.058], [5.976, -0.468, -2.313], [6.401, -1.431, -2.028], [6.797, 0.461, -2.967], [7.851, 0.216, -3.157], [6.266, 1.692, -3.377], [6.906, 2.419, -3.889], [4.916, 2.000, -3.127], [4.499, 2.960, -3.454], [4.106, 1.077, -2.461], [3.059, 1.320, -2.268], [-1.147, 0.444, 1.665], [-2.416, 1.072, 0.127], [-2.047, 0.776, -1.136], [-3.375, 1.610, 0.242], [-0.689, 0.140, -1.305], [0.159, 1.061, -2.039], [1.048, 0.675, -2.127], [-0.059, -0.121, 0.011], [-0.806, -0.828, -1.828], [0.945, -0.313, 0.791], [-0.207, -0.004, 3.799], [-0.825, 2.722, 1.985], [-2.291, -1.717, 1.951], [-0.723, 3.415, 3.670], [0.003, 2.843, 4.257], [-1.702, 3.363, 4.159], [-0.404, 4.463, 3.598], [0.836, 3.064, 1.300], [0.838, 2.821, 0.230], [1.565, 2.429, 1.819], [1.071, 4.124, 1.452], [-1.870, 3.973, 1.158], [-2.899, 3.879, 1.525], [-1.855, 3.809, 0.073], [-1.483, 4.976, 1.385], [-3.165, -2.063, 3.531], [-4.052, -1.429, 3.640], [-2.495, -1.888, 4.381], [-3.481, -3.115, 3.530], [-3.543, -2.161, 0.702], [-3.102, -2.056, -0.296], [-4.401, -1.481, 0.782], [-3.873, -3.196, 0.858], [-1.055, -3.054, 1.899], [-0.306, -2.867, 2.677], [-0.573, -3.053, 0.916], [-1.568, -4.007, 2.074], [-2.982, 1.286, -2.616], [-4.684, 1.636, -2.204], [-2.904, -0.067, -3.786], [-4.748, 2.485, -1.513], [-5.156, 0.759, -1.744], [-5.231, 1.889, -3.124], [-1.856, -0.324, -3.984], [-3.393, 0.232, -4.722], [-3.423, -0.942, -3.372], [-2.197, 2.744, -3.298], [-2.358, 3.599, -2.628], [-2.627, 2.968, -4.282], [-1.120, 2.556, -3.386], [1.912, -0.731, 1.034], [-3.565, 1.230, 2.846], [-4.022, 1.800, 4.063], [-3.223, 1.793, 5.249], [-3.792, 2.215, 6.444], [-5.130, 2.628, 6.486], [-5.905, 2.668, 5.316], [-5.353, 2.290, 4.105], [-2.892, 0.348, 2.963], [-4.244, 1.189, 1.991], [-2.193, 1.424, 5.193], [-3.188, 2.222, 7.347], [-5.582, 2.930, 7.431], [-6.937, 3.004, 5.342], [-5.925, 2.302, 3.172]]
}

---

Energy above the lowest of the compared OMol25 structures with the same formula, charge and spin
In order: 22.66 70.75 0.00 3.13 6.41 0.00
Unit: kcal/mol
Max |F|
In order: 10.475 2.722 3.160 7.820 2.168 4.201
Unit: eV/A